1.
One molecule with the formula C21H26ClN3O, computed with the ωB97M-V functional and the def2-TZVPD basis.

The geometry in ORCA input format:
```
! wB97M-V def2-TZVPD RIJCOSX def2/J DEFGRID3
* xyz 0 1
C 1.34 -1.85 -4.17
H 3.01 -3.75 -0.09
H -0.27 0.39 1.30
H 1.43 1.51 3.51
H -1.52 1.86 -2.92
H 1.48 -4.96 -2.90
H 2.65 2.51 1.73
Cl -1.52 -2.61 -1.11
C 0.02 2.99 2.84
C 1.79 1.90 1.42
H -1.07 -0.57 -3.02
H -1.34 1.01 4.08
H 2.66 -0.01 1.49
C -0.12 0.53 2.37
H 1.27 2.41 0.60
C -1.48 0.81 3.01
N 2.09 -1.07 -0.64
C -2.65 1.00 0.15
C -2.33 1.79 -0.94
H -2.53 2.85 -0.91
C 2.00 -3.92 -0.47
C -2.41 -0.37 0.08
H -2.12 -0.07 2.94
H -1.75 3.94 2.05
C -1.84 -0.91 -1.06
O 1.19 0.99 -1.12
H -0.26 3.08 3.88
C -1.77 1.23 -2.08
H -3.89 0.95 1.91
C 0.83 1.71 2.61
H 1.28 -3.60 0.28
C 1.60 -1.12 -3.02
H 1.09 -3.80 -5.02
C -1.52 -0.12 -2.15
H 2.47 -1.62 0.11
C 1.52 -3.88 -2.93
H 1.87 -4.98 -0.63
C 1.30 -3.23 -4.13
H 1.63 -0.05 -3.05
C 1.78 -3.18 -1.76
C -1.24 2.98 1.98
N 2.26 0.66 0.85
H 1.17 -1.33 -5.10
C 1.82 -1.78 -1.82
C -3.17 1.62 1.43
N -2.16 1.95 2.42
H 0.29 -0.40 2.77
H -0.94 2.84 0.93
H -2.67 -1.01 0.91
C 1.79 0.24 -0.37
H 0.63 3.86 2.58
H -3.69 2.56 1.19
*
```

## Properties
- HOMO energy: -8.16 eV
- Energy relative to the best compared isomer or geometry (same formula, charge and spin): 0.0 kcal/mol
- Total energy: -1515.5648 a.u.

These are the Löwdin partial charges, in e, on atoms 1 to 6: atom 1 (C): -0.090, atom 2 (H): 0.082, atom 3 (H): 0.098, atom 4 (H): 0.136, atom 5 (H): 0.111, atom 6 (H): 0.108

=====

2.
One molecule with the formula C3H6N2O, computed with the ωB97M-V functional and the def2-TZVPD basis.

The geometry in ORCA input format:
```
! wB97M-V def2-TZVPD RIJCOSX def2/J DEFGRID3
* xyz 0 1
C 0.89 -0.35 0.23
H 0.46 2.19 -1.72
C 0.06 0.59 -0.46
H -2.07 -1.43 1.10
C -0.27 1.50 -1.33
N -1.13 -1.56 0.76
H 1.56 0.87 1.69
H -1.08 -2.12 -0.10
H -1.29 1.61 -1.68
N -0.45 -0.36 0.71
O 1.98 0.25 1.07
H 1.33 -1.19 -0.29
*
```

## Properties
- HOMO energy: -8.91 eV
- Energy relative to the best compared isomer or geometry (same formula, charge and spin): 113.1 kcal/mol
- Total energy: -302.5128 a.u.

These are the Löwdin partial charges, in e, on atoms 1 to 6: atom 1 (C): -0.317, atom 2 (H): 0.062, atom 3 (C): -0.146, atom 4 (H): 0.079, atom 5 (C): 0.051, atom 6 (N): 0.016

=====

3.
A 5-piece molecular cluster, C5H15N5O10 overall, computed with the ωB97M-V functional and the def2-TZVPD basis.

The geometry in ORCA input format:
```
! wB97M-V def2-TZVPD RIJCOSX def2/J DEFGRID3
* xyz 0 1
C 10.25 -3.55 -9.85
H 13.85 -6.78 -6.57
O 10.50 -3.71 -14.78
H 13.82 -5.35 -5.52
H 12.31 -6.43 -5.76
O 11.24 0.59 -7.82
H 13.33 1.14 -9.99
H 9.20 -1.37 -15.16
C 8.67 -2.21 -14.71
O 12.36 -5.98 -8.32
H 8.94 -2.22 -13.65
C 9.60 -4.91 -5.28
O 8.15 -6.47 -4.31
N 9.48 -3.31 -15.33
H 10.34 -3.80 -8.79
H 11.99 2.21 -9.65
O 8.86 -1.94 -10.80
O 12.58 -4.05 -7.32
C 12.25 1.18 -9.88
H 10.30 -5.73 -5.15
H 11.17 -3.01 -10.10
O 12.43 -0.80 -8.91
O 9.14 -3.81 -16.38
H 11.80 0.79 -10.79
N 9.08 -2.66 -9.80
H 9.37 -4.40 -6.21
O 8.25 -2.84 -8.94
C 13.22 -5.99 -6.16
H 7.63 -2.41 -14.98
H 9.82 -4.09 -4.59
H 10.10 -4.49 -10.38
N 11.97 0.30 -8.70
N 8.26 -5.38 -4.77
N 12.72 -5.28 -7.36
O 7.37 -4.57 -4.76
*
```

## Properties
- HOMO energy: -10.76 eV
- Energy relative to the best compared isomer or geometry (same formula, charge and spin): 29.3 kcal/mol
- Total energy: -1225.1678 a.u.

These are the Löwdin partial charges, in e, on atoms 1 to 6: atom 1 (C): 0.033, atom 2 (H): 0.101, atom 3 (O): 0.034, atom 4 (H): 0.105, atom 5 (H): 0.087, atom 6 (O): 0.104

=====

4.
A 2-piece molecular cluster, CH6N3 overall, computed with the ωB97M-V functional and the def2-TZVPD basis.

The geometry in ORCA input format:
```
! wB97M-V def2-TZVPD RIJCOSX def2/J DEFGRID3
* xyz 1 1
H -2.03 -1.49 -1.01
H -1.08 2.16 0.98
C -0.42 -0.90 -0.17
N -1.35 -0.70 -0.95
N 0.47 0.04 0.31
H 2.28 0.69 0.59
H -1.40 1.89 0.37
N 1.67 0.24 -0.05
H -0.23 -1.62 0.63
H 2.09 -0.31 -0.71
*
```

## Properties
- HOMO energy: -16.18 eV
- Energy relative to the best compared isomer or geometry (same formula, charge and spin): 137.4 kcal/mol
- Total energy: -205.5384 a.u.

These are the Löwdin partial charges, in e, on atoms 1 to 6: atom 1 (H): 0.126, atom 2 (H): 0.034, atom 3 (C): -0.291, atom 4 (N): 0.192, atom 5 (N): 0.146, atom 6 (H): 0.171

=====

5.
C16H10ClF5Tc as an isolated structure, computed with the ωB97M-V functional and the def2-TZVPD basis.

The geometry in ORCA input format:
```
! wB97M-V def2-TZVPD RIJCOSX def2/J DEFGRID3
* xyz 0 4
C -3.62 -0.49 1.02
C 2.23 -0.56 1.25
F -2.74 0.19 -1.01
Cl 0.71 2.01 1.31
C 1.70 1.43 -2.24
H 0.77 -2.27 1.40
H 2.36 -0.22 2.27
C 1.42 -1.64 0.79
C -1.20 -0.20 0.81
C -2.25 -0.82 2.94
H 1.18 -2.59 -1.23
C 2.61 -0.85 -1.02
H -1.33 2.34 -1.11
H 1.19 3.30 -1.10
F 0.03 -0.46 2.86
C -0.49 0.65 -2.35
H 3.73 0.73 0.16
C -0.48 1.84 -1.57
C -3.52 -0.82 2.36
C 0.85 0.38 -2.75
C 1.63 -1.81 -0.61
Tc 0.88 0.40 -0.39
F -4.62 -1.12 3.09
H -1.34 0.06 -2.65
C 2.94 -0.02 0.11
F -2.07 -1.11 4.23
H 2.74 1.61 -2.48
C -2.47 -0.18 0.27
H 3.11 -0.83 -1.98
C 0.87 2.35 -1.52
F -4.82 -0.42 0.40
H 1.12 -0.42 -3.43
C -1.13 -0.49 2.16
*
```

## Properties
- HOMO energy (spin up / spin down): -6.58 / -8.66 eV
- Total energy: -1655.8504 a.u.

These are the Löwdin partial charges, in e, on atoms 1 to 6: atom 1 (C): -0.142, atom 2 (C): -0.193, atom 3 (F): 0.020, atom 4 (Cl): 0.203, atom 5 (C): -0.177, atom 6 (H): 0.118

=====

6.
C15H35CuF3N4O11PS2 as an isolated structure, computed with the ωB97M-V functional and the def2-TZVPD basis.

The geometry in ORCA input format:
```
! wB97M-V def2-TZVPD RIJCOSX def2/J DEFGRID3
* xyz -1 2
H 2.38 -1.57 -3.20
C -1.94 -0.74 -3.16
H 2.88 3.40 1.36
O 0.73 0.42 -0.80
C 2.54 -1.40 -2.13
H 3.48 2.69 -3.45
H 1.03 -1.83 5.92
H -3.84 -2.12 0.02
H -3.70 0.73 0.64
C -4.09 -1.08 -0.24
H -5.95 0.07 -0.20
P 1.98 1.07 -1.20
O -0.69 -1.84 0.28
S -1.99 2.83 -0.31
H 4.67 1.20 -2.09
N -3.37 -0.24 0.75
O -1.27 -0.46 4.07
H 3.95 1.34 1.76
F 0.55 -4.03 -1.19
H 1.01 -0.05 5.91
C 0.62 -0.95 5.43
C 0.61 -4.05 0.16
H -3.77 -0.52 1.65
H -1.47 -0.57 6.10
O -0.39 -3.14 2.31
C 2.21 3.01 0.59
H -3.94 0.31 -1.85
O -1.94 -3.91 0.57
C 2.85 3.17 -2.69
N 3.02 -0.06 -1.84
H 0.36 3.38 -3.33
S -0.78 -3.13 0.92
H 1.23 2.81 1.04
H -0.86 -0.75 -3.15
H 1.90 -0.43 3.69
H 1.57 -1.57 -1.65
O -1.86 1.74 -1.34
H 2.11 3.78 -0.17
H -2.29 0.25 -3.47
H 0.70 1.77 -4.00
H -0.27 1.95 -2.52
C -5.61 -0.97 -0.07
H -1.19 -2.11 5.29
O -2.37 -1.04 -1.87
H 3.22 -2.16 -1.73
C -0.19 -0.35 3.26
H 4.81 -0.39 -2.84
Cu -1.29 0.25 0.08
C -0.89 -1.06 5.32
C -3.72 -0.75 -1.65
H 3.50 3.42 -1.85
F 1.78 -3.51 0.53
H -5.93 -1.29 0.92
H 3.72 -0.01 0.65
H -2.31 -1.49 -3.88
H -4.37 -1.33 -2.33
C 0.57 2.35 -3.07
H 1.04 -2.00 3.55
O -0.25 0.14 2.18
H 4.98 -0.21 -1.07
H 2.46 4.10 -3.09
H -6.11 -1.58 -0.82
O -1.01 3.89 -0.52
C 1.01 -0.98 3.94
N 2.81 1.78 0.04
H 2.37 0.51 1.67
O -3.36 3.34 -0.21
F 0.59 -5.34 0.56
O -1.69 2.01 0.95
N 1.76 2.33 -2.25
C 3.23 0.86 1.09
C 4.45 0.15 -1.96
*
```

## Properties
- HOMO energy (spin up / spin down): -5.62 / -5.58 eV
- Energy relative to the best compared isomer or geometry (same formula, charge and spin): 0.0 kcal/mol
- Total energy: -4717.2366 a.u.

These are the Löwdin partial charges, in e, on atoms 1 to 6: atom 1 (H): 0.084, atom 2 (C): -0.095, atom 3 (H): 0.079, atom 4 (O): -0.239, atom 5 (C): -0.105, atom 6 (H): 0.076

=====

7.
A 4-piece molecular cluster, C2H10O3 overall, computed with the ωB97M-V functional and the def2-TZVPD basis.

The geometry in ORCA input format:
```
! wB97M-V def2-TZVPD RIJCOSX def2/J DEFGRID3
* xyz 0 1
H -0.26 -2.55 -3.66
H -0.58 4.47 2.20
H 1.06 -1.57 -5.47
O -0.90 5.04 2.89
C 0.56 -2.51 -5.69
O 1.39 2.59 2.14
H 1.73 3.32 2.78
H 1.73 2.99 1.38
H -1.80 5.29 2.67
H 0.57 -2.83 -6.76
H -0.42 -4.12 -4.64
C -0.05 -3.09 -4.63
H -1.43 -2.88 5.87
H -0.96 -1.62 5.33
O -0.64 -2.51 5.58
*
```

## Properties
- HOMO energy: -9.91 eV
- Energy relative to the best compared isomer or geometry (same formula, charge and spin): 35.6 kcal/mol
- Total energy: -307.8494 a.u.

These are the Löwdin partial charges, in e, on atoms 1 to 6: atom 1 (H): 0.063, atom 2 (H): 0.007, atom 3 (H): 0.030, atom 4 (O): -0.055, atom 5 (C): -0.090, atom 6 (O): -0.064

=====

8.
One molecule with the formula C11H16S, computed with the ωB97M-V functional and the def2-TZVPD basis.

The geometry in ORCA input format:
```
! wB97M-V def2-TZVPD RIJCOSX def2/J DEFGRID3
* xyz 0 1
C 0.93 -0.85 -1.30
S 4.50 0.85 -0.52
H -4.37 1.54 -1.37
H -4.18 -0.07 -0.94
C 3.21 -0.20 0.00
H 5.32 0.55 0.47
H -4.11 1.23 0.93
H -0.01 1.16 2.09
C 3.25 -1.24 1.04
H -2.56 2.08 0.35
C 1.82 0.13 -0.78
H 0.84 -0.89 -2.43
H -2.36 0.20 2.00
C -3.68 0.85 -1.02
C 1.34 0.81 0.47
H -2.86 0.90 -1.82
C -0.80 -0.12 0.49
H 3.81 -0.91 2.00
C -0.47 -0.69 -0.66
H -1.26 -1.14 -1.31
C -3.09 1.11 0.32
H 3.83 -2.17 0.73
C -2.24 -0.04 0.89
C 0.27 0.58 1.22
H -2.69 -0.96 0.40
H 2.21 -1.61 1.23
H 1.21 -1.89 -0.95
H 2.14 0.81 -1.53
*
```

## Properties
- HOMO energy (spin up / spin down): -7.84 / -6.86 eV
- Energy relative to the best compared isomer or geometry (same formula, charge and spin): 149.9 kcal/mol
- Total energy: -826.6948 a.u.

These are the Löwdin partial charges, in e, on atoms 1 to 6: atom 1 (C): -0.158, atom 2 (S): 0.813, atom 3 (H): 0.044, atom 4 (H): 0.058, atom 5 (C): -0.604, atom 6 (H): -0.145